(1)
The following is a DFT calculation (ωB97M-V/def2-TZVPD) of C29H36Cl2NS3Sr as an isolated structure.

XYZ file:
```
72
Properties=species:S:1:pos:R:3:forces:R:3
Sr -1.914 0.252 -0.923 -0.177 -0.495 -0.185
N 2.380 0.216 -2.582 0.007 -0.005 -0.020
C 2.875 0.430 -1.295 0.005 -0.038 0.057
C 3.912 -0.373 -0.816 -0.018 -0.026 -0.028
C 4.361 -0.261 0.490 0.008 0.007 -0.001
C 3.780 0.662 1.346 -0.011 0.004 -0.003
C 2.778 1.490 0.860 0.020 0.000 0.017
C 2.320 1.409 -0.452 0.031 0.003 -0.067
C 1.326 2.397 -0.962 -0.056 0.016 0.082
C 1.645 3.747 -0.785 0.017 0.000 0.022
C 0.759 4.739 -1.180 -0.001 0.028 -0.008
C -0.436 4.371 -1.777 -0.040 0.007 -0.032
C -0.736 3.021 -1.952 0.097 0.021 -0.017
C 0.111 1.969 -1.544 -0.085 -0.041 0.204
H 3.076 0.072 -3.296 -0.005 0.026 -0.005
H 1.623 0.834 -2.845 0.004 0.030 -0.006
H 4.346 -1.118 -1.473 -0.012 -0.030 -0.017
H 5.152 -0.913 0.840 0.002 0.003 -0.001
H 4.104 0.741 2.376 -0.002 -0.002 0.001
H 2.332 2.233 1.513 0.001 -0.003 -0.005
H 2.592 4.022 -0.330 0.003 -0.013 -0.014
H 1.009 5.784 -1.035 0.001 0.002 -0.007
H -1.133 5.134 -2.112 -0.007 -0.005 0.007
H -1.682 2.781 -2.440 0.013 0.004 -0.011
C -2.387 1.883 4.474 -0.014 -0.007 -0.001
C -2.065 0.574 3.744 -0.041 -0.006 -0.005
S -0.858 0.732 2.385 0.034 0.070 -0.197
C -1.057 2.393 1.687 0.072 0.134 0.102
C -2.426 2.840 1.136 -0.020 0.073 0.080
S -3.836 1.719 1.437 0.065 0.153 -0.150
C -5.008 2.872 2.177 -0.024 -0.068 0.077
C -4.582 3.416 3.536 -0.003 -0.009 0.024
S -4.154 2.188 4.799 0.010 0.008 -0.014
H -2.024 2.753 3.931 -0.003 0.000 0.012
H -1.894 1.904 5.445 -0.006 -0.008 0.003
H -2.964 0.111 3.348 0.013 -0.007 0.000
H -1.592 -0.128 4.431 0.004 0.000 -0.012
H -0.331 2.360 0.868 -0.050 0.065 0.022
H -0.675 3.148 2.376 -0.011 -0.057 0.090
H -2.344 3.032 0.064 0.029 -0.040 -0.018
H -2.687 3.802 1.575 0.006 0.020 -0.022
H -5.923 2.287 2.282 -0.006 0.004 0.000
H -5.219 3.697 1.491 0.004 -0.003 -0.002
H -5.406 3.992 3.963 0.001 0.008 -0.005
H -3.741 4.106 3.442 0.008 -0.002 -0.005
Cl -3.287 0.717 -3.237 -0.050 0.024 -0.011
C -1.736 -2.605 -2.379 0.055 0.011 -0.144
Cl -3.376 -1.727 0.469 0.095 0.129 0.127
H -2.370 -3.374 -1.960 -0.058 0.070 0.070
H -2.168 -1.985 -3.158 0.009 0.024 0.009
C -0.735 -4.196 -0.199 0.027 0.020 -0.006
C 0.221 -3.224 -0.886 -0.018 0.035 0.075
C 0.731 -2.226 0.173 -0.030 0.006 -0.032
C -0.488 -2.419 -1.966 0.117 -0.158 -0.079
C 1.423 -3.939 -1.510 -0.007 -0.035 -0.032
C 2.316 -3.230 -2.315 -0.002 0.005 -0.015
C 3.421 -3.847 -2.877 0.024 0.003 -0.001
C 3.670 -5.194 -2.645 -0.002 -0.005 0.000
C 2.792 -5.911 -1.850 0.006 0.002 -0.007
C 1.680 -5.289 -1.292 0.006 0.006 0.028
H -1.601 -3.652 0.180 -0.009 -0.006 -0.003
H -0.242 -4.677 0.649 0.007 -0.001 -0.008
H -1.080 -4.977 -0.881 -0.017 -0.004 0.001
H -0.123 -1.779 0.692 0.009 0.002 0.008
H 1.337 -1.434 -0.273 -0.012 -0.012 0.007
H 1.345 -2.735 0.920 -0.001 -0.005 0.003
H 0.117 -1.644 -2.436 -0.047 0.031 0.038
H 2.142 -2.179 -2.512 0.040 0.028 0.034
H 4.095 -3.273 -3.502 -0.004 0.006 0.002
H 4.534 -5.676 -3.084 -0.001 -0.002 0.001
H 2.966 -6.963 -1.659 0.000 -0.001 -0.003
H 1.011 -5.877 -0.680 0.000 0.003 -0.002
```
Positions in Å, forces in eV/Å.

Output
Maximum force ... 0.56 eV/Å
ΔE to the lowest compared entry with this formula, charge and spin ... 2.7 kJ/mol
DFT total energy ... -3327.2499 a.u.
HOMO energy ... -0.18539 Ha
Frontier orbital gap ... 7.169 eV
Total charge ... -1



(2)
The following is a DFT calculation (ωB97M-V/def2-TZVPD) of C29H36ClN10O5PSSbSe4Sn as an isolated structure.

XYZ file:
```
89
Properties=species:S:1:pos:R:3:forces:R:3
Sn 1.587 -0.105 1.369 0.730 -0.068 0.164
O 0.586 0.259 -1.611 -0.166 -0.013 -0.260
S -0.502 -0.559 -1.155 0.197 0.122 -0.151
O -1.856 -0.210 -1.508 -0.011 0.040 -0.074
N -0.316 -0.663 0.437 -0.173 -0.074 0.333
C -1.286 -1.214 1.277 0.063 -0.059 0.207
C -2.585 -1.542 0.946 0.029 -0.019 0.087
C -3.468 -2.076 1.904 -0.007 -0.008 0.026
C -3.093 -2.278 3.201 0.003 0.004 -0.001
C -1.775 -1.947 3.591 0.012 0.005 -0.024
C -1.297 -2.099 4.916 -0.047 -0.006 -0.029
C -0.019 -1.753 5.229 0.036 0.008 0.008
C 0.819 -1.257 4.213 -0.010 -0.009 -0.014
N 0.395 -1.112 2.983 -0.117 -0.125 -0.089
C -0.882 -1.433 2.637 0.060 0.087 -0.160
C -0.225 -2.172 -1.854 0.057 0.013 -0.006
C 0.851 -2.325 -2.716 0.031 -0.018 0.015
C 1.055 -3.547 -3.342 0.061 0.012 0.010
C 0.204 -4.609 -3.089 -0.022 -0.019 0.033
C -0.859 -4.453 -2.208 0.030 -0.029 -0.024
C -1.085 -3.232 -1.596 -0.018 -0.009 0.015
H -2.941 -1.355 -0.055 -0.031 -0.028 0.050
H -4.478 -2.316 1.595 0.004 0.004 -0.013
H -3.781 -2.677 3.934 0.000 0.000 0.002
H -1.972 -2.485 5.671 0.007 0.000 0.004
H 0.375 -1.830 6.231 -0.009 -0.004 0.006
H 1.842 -0.969 4.427 0.012 0.016 -0.022
H 1.520 -1.490 -2.875 -0.010 -0.012 -0.013
H 1.897 -3.671 -4.012 0.000 0.000 0.007
H 0.376 -5.566 -3.566 0.000 -0.003 -0.003
H -1.519 -5.286 -1.999 -0.004 0.002 0.001
H -1.920 -3.110 -0.922 0.007 -0.008 -0.018
Se 4.702 3.677 3.077 0.012 -0.080 -0.022
Sb 3.270 1.864 3.717 -0.033 0.145 0.280
Se 3.873 -0.335 2.579 -0.226 -0.037 0.051
Se 1.069 2.162 2.402 -0.110 -0.065 -0.049
Se 2.717 1.391 6.018 0.025 0.024 -0.063
C -3.006 3.767 2.012 0.035 0.034 0.013
N -3.066 3.055 0.740 0.086 -0.034 -0.061
C -3.323 1.628 0.938 0.002 0.041 -0.006
P -1.842 3.364 -0.363 -0.017 -0.096 0.068
O -0.575 2.631 -0.154 -0.088 0.150 -0.052
N -2.559 3.031 -1.814 -0.011 -0.002 0.057
C -3.969 2.837 -2.060 -0.026 -0.027 -0.017
C -1.699 2.729 -2.947 0.008 -0.052 -0.009
N -1.569 4.999 -0.302 0.026 0.038 -0.008
C -0.507 5.542 0.529 0.001 -0.014 0.005
C -2.565 5.954 -0.730 0.007 -0.001 0.000
H -2.177 3.422 2.643 -0.008 0.003 -0.004
H -3.940 3.597 2.552 -0.001 -0.006 0.000
H -2.902 4.838 1.848 0.005 -0.017 0.000
H -2.601 1.190 1.636 -0.018 0.017 0.005
H -3.230 1.094 -0.007 -0.004 -0.005 0.004
H -4.331 1.484 1.335 -0.002 0.005 0.012
H -4.180 1.787 -2.296 0.007 0.009 -0.005
H -4.298 3.444 -2.912 0.021 0.010 0.006
H -4.548 3.121 -1.186 -0.007 0.008 0.014
H -0.654 2.777 -2.645 -0.005 -0.008 -0.005
H -1.877 3.438 -3.763 0.006 -0.009 0.001
H -1.891 1.712 -3.303 0.010 0.034 0.000
H 0.145 4.739 0.870 -0.006 0.024 -0.014
H -0.913 6.057 1.408 0.013 0.004 0.008
H 0.086 6.261 -0.043 0.013 0.011 0.005
H -3.284 5.473 -1.392 -0.011 0.002 -0.014
H -2.090 6.773 -1.279 0.003 0.000 0.008
H -3.112 6.392 0.116 0.002 -0.009 0.001
Cl 5.231 -6.757 -2.929 0.002 -0.004 -0.003
C 4.343 -5.618 -1.948 0.002 -0.011 0.000
C 4.710 -4.282 -1.965 -0.014 -0.016 -0.004
C 3.991 -3.381 -1.196 -0.043 0.051 -0.011
C 2.926 -3.818 -0.417 0.009 0.061 -0.022
C 2.588 -5.163 -0.398 -0.029 0.022 0.021
C 3.291 -6.073 -1.170 0.010 -0.026 -0.021
C 2.116 -2.844 0.400 0.253 0.008 -0.236
O 1.313 -3.243 1.225 -0.175 0.029 0.136
O 2.373 -1.600 0.118 -0.289 -0.229 0.162
H 5.543 -3.958 -2.573 0.003 -0.002 -0.007
H 4.238 -2.327 -1.198 -0.006 -0.009 0.007
H 1.760 -5.478 0.223 0.002 -0.004 -0.006
H 3.032 -7.123 -1.174 0.003 0.002 -0.002
N 4.516 1.187 -3.204 0.043 0.015 0.000
N 3.717 1.400 -2.086 0.103 -0.042 -0.106
N 2.996 2.488 -1.936 -0.051 0.212 -0.069
C 2.408 2.247 -0.779 0.189 -0.090 0.272
N 2.813 1.069 -0.267 -0.434 0.247 -0.772
N 3.627 0.526 -1.151 0.075 -0.102 0.385
H 4.542 2.081 -3.682 -0.017 -0.021 -0.020
H 5.448 0.969 -2.864 -0.002 0.009 -0.010
H 1.681 2.884 -0.310 -0.061 0.001 0.032
```
Positions in Å, forces in eV/Å.

Output
Maximum force ... 0.92 eV/Å
ΔE to the lowest compared entry with this formula, charge and spin ... 0.0 kJ/mol
DFT total energy ... -13310.7478 a.u.
HOMO energy ... -0.16602 Ha
Frontier orbital gap ... 6.472 eV
Total charge ... -1



(3)
The following is a DFT calculation (ωB97M-V/def2-TZVPD) of C29H36FeN5O5PS2 as an isolated structure in a non-equilibrium geometry.

XYZ file:
```
79
Properties=species:S:1:pos:R:3:forces:R:3
Fe 0.077 -1.160 -0.393 -0.199 -0.705 -0.500
C -5.566 2.543 2.354 0.007 -0.112 -0.345
C -4.968 1.573 1.379 -0.513 0.373 -0.312
C -3.728 1.866 0.836 1.222 1.534 0.903
C -3.070 1.056 -0.021 -0.252 -1.318 -1.140
C -3.728 -0.074 -0.495 -0.749 -0.259 -0.269
C -5.002 -0.398 -0.054 0.364 1.061 0.983
C -5.612 0.435 0.929 0.177 -1.547 -1.039
S -2.998 -1.081 -1.753 0.026 1.156 0.088
O -3.994 -1.997 -2.200 -0.082 -0.666 0.010
O -2.358 -0.235 -2.734 -0.139 -0.174 0.402
N -1.795 -1.801 -0.927 0.571 -0.267 -0.016
C -2.042 -2.583 0.185 -0.583 -0.087 1.078
C -3.172 -3.322 0.589 -0.500 -0.170 -0.461
C -3.075 -4.010 1.798 0.002 0.750 -0.578
C -1.944 -3.932 2.594 0.533 0.046 -0.181
C -0.849 -3.222 2.122 -0.436 0.005 0.488
N -0.965 -2.514 1.002 0.725 -0.105 -0.966
H -5.265 2.268 3.344 0.147 -0.074 0.762
H -6.635 2.506 2.310 -0.688 -0.041 0.065
H -5.271 3.579 2.187 0.182 -0.143 -0.150
H -3.188 2.784 1.127 -0.533 -0.402 0.078
H -2.097 1.236 -0.416 0.566 0.552 -0.041
H -5.470 -1.281 -0.447 -0.354 -0.070 -0.026
H -6.586 0.070 1.258 0.129 0.617 0.242
H -4.123 -3.379 0.001 1.291 0.111 0.395
H -3.909 -4.596 2.121 -0.402 -0.199 0.187
H -1.923 -4.398 3.560 0.154 -0.313 0.154
H 0.107 -3.209 2.672 -0.561 0.258 -0.415
C 4.676 0.018 -0.275 -1.930 -0.678 -0.501
N 3.778 -1.051 0.268 1.000 0.962 1.023
C 3.272 -0.812 1.603 -0.467 0.597 -0.612
C 3.455 -2.142 -0.404 -0.853 0.679 0.192
S 1.889 -2.857 -0.373 -0.508 0.290 0.279
N 4.379 -2.679 -1.161 0.554 -0.511 -1.082
C 5.725 -2.996 -0.701 -0.509 -1.897 -0.310
C 3.995 -3.288 -2.431 0.007 -0.828 0.558
H 4.506 0.966 0.255 0.017 -0.568 -0.048
H 4.299 0.126 -1.289 0.448 0.365 -0.315
H 5.694 -0.259 -0.276 1.208 -0.200 0.107
H 2.261 -0.444 1.511 -0.370 0.016 0.462
H 3.877 -0.008 1.990 0.139 -0.025 0.624
H 3.324 -1.711 2.182 0.018 -0.338 0.518
H 5.964 -2.622 0.255 -0.155 0.573 1.137
H 6.457 -2.642 -1.377 0.764 0.424 -0.864
H 5.823 -4.127 -0.651 -0.138 1.231 -0.078
H 3.322 -2.622 -2.964 0.414 0.207 -0.332
H 3.409 -4.211 -2.285 0.578 0.086 -0.027
H 4.968 -3.484 -2.885 -0.561 -0.066 -0.736
N 0.071 5.966 6.369 -0.066 0.039 -0.684
C 0.064 5.305 5.425 0.075 -0.252 1.676
C 0.097 4.268 4.443 0.442 0.623 -0.062
C 0.021 4.646 3.139 -0.820 -0.363 -1.892
C 0.043 3.705 2.118 1.502 0.591 0.934
C 0.318 2.379 2.442 -0.406 -1.177 -0.651
C 0.564 1.964 3.748 -0.396 1.361 1.079
C 0.441 2.978 4.732 0.696 -2.217 -0.208
C 0.306 1.389 1.402 0.375 -0.150 -0.020
C 0.335 0.484 0.583 -0.136 0.268 0.180
H -0.072 5.676 2.904 -0.127 0.791 -0.249
H 0.256 4.042 1.123 -0.773 -0.008 -0.584
H 0.846 0.930 4.031 -0.286 0.889 -0.374
H 0.758 2.740 5.714 -0.152 -0.233 0.969
C -1.240 1.894 -4.670 1.805 0.047 -2.284
O -0.026 1.257 -4.239 0.728 -0.170 0.291
P 0.654 1.146 -2.779 -1.906 -0.430 -0.210
O 2.152 1.047 -3.288 1.070 -0.988 -0.344
C 2.797 2.218 -3.817 -1.022 0.425 0.017
O 0.387 -0.551 -2.406 0.591 0.227 -0.161
C 0.239 -1.596 -3.457 1.231 1.478 -0.132
H -1.791 1.085 -5.127 -0.759 0.156 0.204
H -0.935 2.613 -5.519 -0.552 -0.887 1.471
H -1.698 2.392 -3.864 -0.921 0.527 0.817
H 2.774 2.271 -4.925 0.157 -0.471 0.710
H 3.791 2.178 -3.389 0.200 0.414 -0.291
H 2.216 3.093 -3.468 0.636 -0.050 -0.022
H 0.938 -1.331 -4.263 -0.032 -0.235 0.286
H -0.746 -1.512 -3.865 -0.637 -0.325 0.125
H 0.516 -2.549 -3.015 -0.280 -0.006 0.019
```
Positions in Å, forces in eV/Å.

Output
Maximum force ... 2.91 eV/Å
2S+1 ... 6
ΔE to the lowest compared entry with this formula, charge and spin ... 111.2 kJ/mol
Expectation value of S² ... 8.774
DFT total energy ... -4177.7810 a.u.
HOMO energy (alpha / beta) ... -0.41046 / -0.40926 Ha
Frontier orbital gap (alpha / beta) ... 8.764 / 6.690 eV
Total charge ... +1



Question: Which of these has the lowest DFT total energy?
Answer: C29H36ClN10O5PSSbSe4Sn



Question: Look up the DFT total energy of the second one.
Answer: -13310.7478 a.u.



Question: Among the records above, which one has the lowest maximum force?
Answer: C29H36Cl2NS3Sr